<w>
C20H24N2O4P2Sm | ωB97M-V with the def2-TZVPD basis set

```
! wB97M-V def2-TZVPD RIJCOSX def2/J DEFGRID3
* xyz 1 6
C 2.862 -3.740 -2.266
C 2.690 -2.704 -1.354
C 2.739 -1.372 -1.870
C 3.143 -1.140 -3.213
C 3.219 -2.239 -4.121
C 3.070 -3.528 -3.649
C 3.441 0.174 -3.605
C 3.534 1.214 -2.669
C 3.126 0.919 -1.341
C 3.414 1.837 -0.275
C 3.904 3.077 -0.653
C 4.107 3.446 -1.994
C 3.981 2.517 -2.991
H 2.791 -4.753 -1.864
H 3.355 -1.985 -5.177
H 3.061 -4.386 -4.321
H 3.689 0.358 -4.649
H 4.096 3.821 0.120
H 4.367 4.466 -2.257
H 4.121 2.695 -4.055
N 2.463 -0.269 -1.085
Sm 0.341 -0.022 -0.447
C 2.459 -2.970 0.134
H 3.120 -2.348 0.764
H 2.612 -4.032 0.335
C 3.207 1.471 1.196
H 3.669 0.500 1.438
H 3.637 2.242 1.848
P 0.718 -2.591 0.591
P 1.402 1.410 1.635
C 1.032 3.202 1.629
H -0.041 3.325 1.861
H 1.659 3.689 2.400
H 1.231 3.667 0.648
C 1.484 0.947 3.370
H 2.057 1.684 3.938
H 0.463 0.891 3.758
H 1.951 -0.036 3.476
C -0.177 -3.869 -0.348
H 0.077 -4.886 0.004
H -1.259 -3.684 -0.202
H 0.053 -3.794 -1.430
C 0.749 -3.209 2.289
H -0.238 -3.066 2.761
H 1.028 -4.279 2.329
H 1.499 -2.616 2.848
C -0.190 2.428 -1.525
O -0.817 3.341 -1.818
H 0.261 0.993 -2.187
O -3.749 -0.365 0.152
N -2.810 0.393 0.428
O -2.695 1.097 1.433
O -1.817 0.412 -0.560
*
```

Results
⟨S²⟩: 8.80
E_LUMO (alpha / beta): -4.7 / -4.7 eV

=====

<x>
C20H24N2O4P2Sm | ωB97M-V with the def2-TZVPD basis set

```
! wB97M-V def2-TZVPD RIJCOSX def2/J DEFGRID3
* xyz 1 6
C -1.454 3.409 -1.814
C -1.277 2.048 -1.622
C -0.027 1.457 -1.964
C 1.053 2.264 -2.448
C 0.806 3.653 -2.634
C -0.431 4.195 -2.333
C 2.287 1.641 -2.652
C 2.471 0.276 -2.416
C 1.344 -0.478 -1.953
C 1.472 -1.855 -1.608
C 2.709 -2.466 -1.759
C 3.808 -1.754 -2.240
C 3.710 -0.410 -2.557
H -2.425 3.847 -1.556
H 1.618 4.265 -3.027
H -0.620 5.259 -2.500
H 3.117 2.228 -3.042
H 2.799 -3.528 -1.504
H 4.761 -2.277 -2.369
H 4.564 0.154 -2.930
N 0.163 0.140 -1.731
Sm -0.117 0.108 1.845
C -2.395 1.194 -1.058
H -2.287 0.145 -1.385
H -3.402 1.622 -1.124
C 0.269 -2.609 -1.077
H -0.650 -2.193 -1.526
H 0.355 -3.695 -1.172
P -2.397 1.117 0.735
P 0.019 -2.392 0.730
C 1.348 -3.323 1.533
H 1.200 -3.298 2.629
H 1.264 -4.346 1.132
H 2.315 -2.861 1.283
C -1.545 -3.268 1.087
H -1.375 -4.307 0.756
H -1.759 -3.222 2.173
H -2.375 -2.791 0.532
C -2.364 2.741 1.503
H -3.309 3.134 1.101
H -2.366 2.663 2.609
H -1.486 3.320 1.170
C -3.709 0.085 1.396
H -3.627 -0.010 2.499
H -4.562 0.707 1.078
H -3.676 -0.916 0.922
C 2.118 -0.256 2.578
O 3.099 -0.243 3.178
H 1.078 0.826 0.482
O 0.035 1.076 5.884
N -0.025 -0.003 5.348
O 0.042 -1.077 5.868
O -0.164 0.006 3.947
*
```

Results
⟨S²⟩: 8.77
E_LUMO (alpha / beta): -3.7 / -3.6 eV

=====

Most stable: <w> (next structure +54.2 kJ/mol)